The following is a quantum chemistry calculation of a 14-piece molecular cluster, C48H104N4O24 overall in a non-equilibrium geometry, from the OMol25 dataset.

- Largest force on an atom: 2.5 eV/A
- Multiplicity: 1
- Kohn-Sham gap: 0.3286 hartree

Last column: Löwdin charge in e.
Atoms and positions in Å:
C1 -3.38026 4.46328 -3.43787  0.07
N1 -2.53854 3.46408 -4.21328  -0.43
O1 -2.26102 3.71531 -5.36284  0.07
O2 -2.20264 2.49048 -3.58409  0.05
H1 -4.40040 4.09314 -3.44231  0.10
H2 -3.31640 5.40244 -3.97711  0.09
H3 -2.89652 4.45386 -2.46801  0.09
C2 1.19219 4.14702 -5.09198  0.05
N2 1.34985 2.66662 -5.24865  -0.43
O3 1.73937 2.24770 -6.30027  0.09
O4 1.15178 2.03582 -4.23885  0.05
H4 0.31615 4.55265 -5.59952  0.09
H5 2.10999 4.63122 -5.40480  0.10
H6 0.92836 4.36630 -4.05935  0.07
C3 2.01115 -2.03693 -0.30023  0.07
N3 1.05428 -2.93062 0.39202  -0.40
O5 0.32310 -3.60893 -0.29289  0.04
O6 1.00848 -2.90409 1.60212  0.07
H7 2.13188 -1.16461 0.32661  0.08
H8 1.56378 -1.71903 -1.23945  0.09
H9 2.84616 -2.69267 -0.53492  0.10
C4 -1.72969 -6.15656 -0.77987  0.04
N4 -0.92803 -6.65159 -1.92709  -0.45
O7 -0.00663 -7.40137 -1.68805  0.06
O8 -1.24874 -6.30201 -3.04162  0.06
H10 -1.89745 -6.93120 -0.03689  0.10
H11 -2.73996 -5.98627 -1.15295  0.10
H12 -1.32415 -5.23162 -0.38593  0.07
C5 -1.21982 -1.79130 -2.21716  -0.08
O9 -1.20531 -0.78355 -1.20390  -0.18
C6 -0.53723 0.42021 -1.51878  -0.19
C7 -0.23370 1.21641 -0.28210  -0.15
O10 0.58488 0.40537 0.58478  -0.22
C8 0.31494 0.56005 1.96297  -0.08
H13 -1.30152 -2.72586 -1.67282  0.06
H14 -0.38245 -1.91906 -2.91123  0.09
H15 -2.08180 -1.63198 -2.86332  0.06
H16 -1.24868 1.02366 -2.08999  0.10
H17 0.41611 0.29736 -2.04321  0.12
H18 -1.15352 1.45422 0.25748  0.09
H19 0.37330 2.09009 -0.52711  0.12
H20 1.01460 1.23745 2.46142  0.08
H21 0.52748 -0.39366 2.45793  0.07
H22 -0.74441 0.76364 2.12285  0.08
C9 3.83170 1.38118 1.15524  -0.11
O11 4.72789 0.31435 1.36949  -0.20
C10 5.31862 -0.13208 0.14535  -0.18
C11 5.82760 -1.55937 0.18925  -0.21
O12 4.98008 -2.55915 0.71155  -0.20
C12 4.84241 -2.50957 2.13932  -0.08
H23 4.21715 2.16230 0.48440  0.08
H24 3.57299 1.81161 2.11783  0.09
H25 2.97741 0.97807 0.59550  0.07
H26 6.09723 0.58610 -0.12019  0.13
H27 4.51967 -0.07515 -0.59965  0.09
H28 6.78925 -1.62102 0.71853  0.12
H29 6.11327 -1.92070 -0.79968  0.12
H30 5.66054 -1.93999 2.57753  0.09
H31 4.75834 -3.53678 2.48349  0.09
H32 3.92155 -1.98195 2.39322  0.07
C13 5.46907 -2.21752 -6.89493  -0.13
O13 5.20341 -1.67372 -5.64903  -0.18
C14 5.22933 -2.56807 -4.54563  -0.19
C15 4.20378 -2.20896 -3.48659  -0.21
O14 4.52567 -1.02706 -2.81867  -0.20
C16 4.06351 0.17999 -3.38909  -0.08
H33 4.60765 -2.54394 -7.49398  0.08
H34 6.13289 -3.09020 -6.83584  0.09
H35 5.98181 -1.51906 -7.56263  0.09
H36 6.22711 -2.69550 -4.11202  0.13
H37 5.03226 -3.56816 -4.95622  0.12
H38 4.26236 -3.06064 -2.80224  0.13
H39 3.20224 -2.18676 -3.93020  0.12
H40 2.96790 0.18680 -3.26628  0.08
H41 4.21431 0.20213 -4.47106  0.09
H42 4.46256 1.06073 -2.89364  0.08
C17 -3.08733 2.55276 2.18314  -0.09
O15 -2.25624 2.92347 3.26329  -0.19
C18 -2.88138 3.02128 4.52874  -0.20
C19 -2.70533 4.33302 5.22658  -0.22
O16 -3.12961 5.38223 4.37281  -0.17
C20 -2.90517 6.63918 4.95133  -0.12
H43 -3.66772 3.44464 1.92079  0.09
H44 -3.79970 1.76273 2.43588  0.09
H45 -2.53012 2.24625 1.30132  0.05
H46 -2.46779 2.17873 5.09415  0.12
H47 -3.94254 2.75719 4.46144  0.13
H48 -1.67941 4.57010 5.54957  0.10
H49 -3.21929 4.36385 6.19760  0.14
H50 -3.29353 6.72132 5.97209  0.09
H51 -3.28954 7.40343 4.28156  0.09
H52 -1.83842 6.87884 5.08298  0.08
C21 2.64332 4.19507 -0.98112  -0.11
O17 1.40937 4.41345 -1.60178  -0.21
C22 0.63209 5.49700 -1.13838  -0.19
C23 0.08916 5.23796 0.25521  -0.20
O18 1.03571 5.52046 1.25483  -0.18
C24 0.50235 5.48940 2.54941  -0.11
H53 3.27648 5.06335 -0.78621  0.10
H54 3.24297 3.43402 -1.48698  0.08
H55 2.46283 3.68229 -0.02358  0.07
H56 -0.20491 5.58647 -1.83634  0.11
H57 1.18507 6.43070 -1.29380  0.13
H58 -0.14831 4.16588 0.28055  0.12
H59 -0.81851 5.83619 0.39842  0.13
H60 -0.37202 6.11887 2.75699  0.09
H61 1.24790 5.81432 3.27445  0.09
H62 0.20458 4.46078 2.78784  0.08
C25 -3.49162 -1.94536 0.86615  -0.10
O19 -4.51544 -2.06312 1.83993  -0.16
C26 -4.06160 -2.42460 3.11351  -0.22
C27 -3.42413 -3.78277 3.32135  -0.20
O20 -4.33537 -4.85356 3.03634  -0.21
C28 -5.40817 -5.05900 3.96726  -0.09
H63 -3.18126 -0.91293 0.69917  0.07
H64 -3.86767 -2.37499 -0.06359  0.09
H65 -2.56898 -2.50742 1.04194  0.08
H66 -4.94041 -2.41883 3.76586  0.12
H67 -3.40560 -1.64790 3.53543  0.12
H68 -2.96927 -3.83765 4.31537  0.11
H69 -2.61725 -4.10977 2.66156  0.12
H70 -6.10738 -4.24680 3.74787  0.08
H71 -5.04289 -4.98727 4.99292  0.09
H72 -5.85399 -6.01671 3.72166  0.08
C29 -0.29621 -2.41413 4.58523  -0.09
O21 -1.14587 -2.93406 5.60939  -0.21
C30 -0.57026 -3.44252 6.79562  -0.18
C31 0.20458 -2.29712 7.49198  -0.22
O22 0.49024 -2.53802 8.84993  -0.19
C32 1.55683 -3.43052 9.10937  -0.11
H73 0.39931 -1.61157 4.84398  0.08
H74 -0.97674 -2.04968 3.82166  0.07
H75 0.30364 -3.27449 4.27649  0.09
H76 0.13886 -4.27164 6.70048  0.12
H77 -1.43195 -3.73314 7.39432  0.13
H78 -0.26199 -1.31520 7.41236  0.12
H79 1.12815 -2.17632 6.90486  0.11
H80 1.49842 -3.60493 10.18241  0.09
H81 2.49733 -2.96645 8.80185  0.09
H82 1.49267 -4.42297 8.65128  0.08
C33 0.21527 -1.57959 -9.80703  -0.09
O23 0.71620 -0.80779 -8.72675  -0.19
C34 1.73658 -1.37153 -7.94862  -0.22
C35 1.41495 -1.12434 -6.48879  -0.18
O24 0.22498 -1.76630 -5.98483  -0.18
C36 -0.87318 -0.87309 -5.88124  -0.12
H83 1.00770 -1.72144 -10.55191  0.09
H84 -0.53292 -0.98988 -10.33511  0.08
H85 -0.18686 -2.49724 -9.37295  0.09
H86 2.73856 -0.95889 -8.14319  0.12
H87 2.01137 -2.42819 -8.07591  0.12
H88 1.46979 -0.08527 -6.17354  0.09
H89 2.07564 -1.80477 -5.93113  0.11
H90 -1.70423 -1.44434 -5.46253  0.07
H91 -1.19174 -0.44663 -6.83347  0.09
H92 -0.64922 -0.09878 -5.13840  0.08
C37 -5.17900 -0.65042 -2.87796  -0.08
C38 -4.11994 -0.29701 -3.69664  -0.11
C39 -4.29104 -0.15122 -5.06820  -0.08
C40 -5.56398 -0.38969 -5.60393  -0.09
C41 -6.62370 -0.75501 -4.79636  -0.10
C42 -6.43086 -0.88036 -3.42753  -0.09
H93 -4.97057 -0.73183 -1.81814  0.10
H94 -3.19356 0.04986 -3.25519  0.07
H95 -3.49067 0.14879 -5.72912  0.09
H96 -5.59881 -0.29210 -6.68256  0.10
H97 -7.61274 -0.96100 -5.18478  0.10
H98 -7.20895 -1.12394 -2.71456  0.10
C43 0.73486 2.34570 5.57844  -0.08
C44 -0.15851 2.72857 6.54619  -0.10
C45 -0.04992 2.29566 7.87888  -0.07
C46 0.99922 1.45026 8.19627  -0.10
C47 2.01190 1.21744 7.25526  -0.10
C48 1.92205 1.71518 5.98265  -0.09
H99 0.56603 2.69184 4.56698  0.09
H100 -0.96169 3.39413 6.24590  0.05
H101 -0.71740 2.55759 8.68775  0.10
H102 1.03063 1.08684 9.21520  0.10
H103 2.83496 0.58093 7.55830  0.10
H104 2.74738 1.61067 5.28899  0.10